Formula: C25H68N2O9
Source: the Open Molecules 2025 dataset
Level of theory: the ωB97M-V functional and the def2-TZVPD basis

XYZ file:
```
104
Properties=species:S:1:pos:R:3:mulliken_charge:R:1
C 1.88 -1.99 -3.09 0.696
O 2.05 -0.93 -3.88 -0.705
N 1.17 -2.06 -2.01 0.433
N 2.37 -3.17 -3.50 -0.450
H 0.74 -1.19 -1.60 -1.033
H 1.05 -2.80 -1.31 0.289
H 3.17 -3.09 -4.19 0.289
H 2.27 -4.05 -3.06 0.158
C 1.76 1.25 -1.16 2.750
C 2.03 2.72 -1.45 -0.079
C 0.73 3.52 -1.26 -0.739
O 2.91 3.17 -0.64 -0.510
H 1.27 1.10 -0.13 -1.202
H 2.58 0.54 -1.28 0.613
H 0.94 0.85 -1.80 -2.236
H 2.38 2.68 -2.47 0.350
H -0.03 3.28 -1.98 0.029
H 0.82 4.62 -1.12 0.558
H 0.34 3.25 -0.30 -0.234
H 3.74 2.55 -0.73 0.437
C 0.86 5.79 1.58 -1.168
C 0.32 5.09 2.80 0.242
C -0.19 3.68 2.44 -1.103
O 1.14 4.91 3.74 -0.604
H 1.92 5.53 1.40 0.299
H 0.64 6.81 1.70 0.434
H 0.32 5.55 0.62 0.159
H -0.39 5.81 3.14 0.228
H -0.76 3.23 3.24 0.665
H 0.65 3.03 2.06 -0.043
H -0.93 3.71 1.62 0.653
H 0.75 4.43 4.46 0.325
C -2.47 -3.64 -1.53 -1.039
C -1.87 -3.29 -2.85 0.941
C -2.88 -3.40 -3.97 -1.688
O -1.39 -2.11 -2.93 -0.389
H -1.81 -3.48 -0.65 -0.102
H -2.63 -4.74 -1.40 0.441
H -3.44 -3.15 -1.42 0.367
H -1.04 -4.00 -2.98 0.268
H -2.33 -3.10 -4.86 0.391
H -3.75 -2.74 -3.92 0.332
H -3.22 -4.44 -4.11 0.404
H -0.48 -2.09 -2.62 0.132
C 2.48 -0.08 2.26 -0.813
C 2.29 -1.22 1.25 1.943
C 3.42 -1.48 0.33 -1.736
O 1.96 -2.34 1.77 -0.658
H 3.46 -0.21 2.68 0.477
H 1.66 -0.12 3.04 -0.149
H 2.43 0.87 1.72 0.103
H 1.43 -0.98 0.64 -0.652
H 3.94 -0.57 -0.06 0.257
H 3.09 -2.14 -0.43 0.342
H 4.17 -2.01 0.94 0.492
H 1.66 -2.92 1.07 0.529
C 2.25 1.40 5.76 -1.445
C 1.01 1.98 5.19 1.657
C -0.14 0.97 5.12 -1.315
O 0.58 3.02 5.71 -0.590
H 1.97 0.67 6.53 0.361
H 2.86 2.19 6.33 0.366
H 2.92 0.89 5.12 0.269
H 1.19 2.20 4.13 -0.563
H 0.02 0.02 4.57 0.258
H -0.95 1.42 4.58 0.257
H -0.52 0.70 6.11 0.424
H 0.66 2.88 6.64 0.389
C -1.26 0.38 1.22 0.029
C -1.79 -0.26 -0.04 0.571
C -2.23 0.73 -1.14 -1.699
O -0.89 -0.98 -0.55 0.929
H -0.75 -0.39 1.74 -0.300
H -2.10 0.74 1.78 0.648
H -0.64 1.24 0.96 -0.711
H -2.56 -0.97 0.15 0.365
H -3.11 1.26 -0.73 0.513
H -2.56 0.30 -2.04 0.401
H -1.44 1.43 -1.32 0.147
H -1.36 -1.35 -1.30 -0.697
C -0.23 1.55 -4.43 -0.699
C -0.17 0.86 -5.71 0.764
C -1.44 0.07 -5.94 -1.301
O -0.09 1.59 -6.74 -0.546
H -0.16 0.86 -3.60 -0.368
H -1.09 2.17 -4.28 0.475
H 0.64 2.16 -4.26 0.290
H 0.70 0.22 -5.72 0.104
H -1.54 -0.55 -6.93 0.292
H -2.21 0.82 -6.00 0.393
H -1.69 -0.67 -5.17 0.067
H 0.53 2.26 -6.59 0.359
C -1.38 -2.86 2.41 0.434
C -2.07 -4.17 2.38 0.084
C -3.55 -4.06 2.08 -1.306
O -1.57 -4.97 1.56 -0.468
H -1.75 -2.30 3.26 0.503
H -1.50 -2.38 1.51 -0.982
H -0.28 -3.07 2.54 0.057
H -1.90 -4.61 3.35 0.532
H -3.96 -3.50 2.93 0.376
H -4.09 -5.00 2.05 0.445
H -3.73 -3.49 1.15 0.152
H -1.87 -5.88 1.80 0.384
```

Summary:
**SMILES string**: NC(N)=O.CC(C)O.CC(C)O.CC(C)O.CC(C)O.CC(C)O.CC(C)O.CC(C)O.CC(C)O
**Net charge**: 0
**HOMO energy**: -0.33993 hartree